(1)
C12H30ClLi2N2O4 | ωB97M-V/def2-TZVPD

Each line ends with the Löwdin charge.
Positions of all 51 atoms, in Å:
1 Li -4.1688 10.8984 -19.7410  0.725
2 Li -7.4443 8.2642 -18.3108  0.708
3 Cl -5.4753 9.2444 -18.7736  -0.327
4 C -5.2759 7.9533 -15.1841  -0.142
5 O -6.5302 7.3408 -15.0584  -0.209
6 C -6.8206 7.0360 -13.7062  -0.220
7 C -8.1672 6.3371 -13.6093  -0.193
8 N -9.1672 7.2127 -12.9602  -0.056
9 C -10.3840 6.4969 -12.5427  -0.200
10 C -11.3337 6.1456 -13.6727  -0.243
11 O -11.7749 7.3457 -14.2715  -0.195
12 C -12.6297 7.1205 -15.3694  -0.112
13 H -4.4608 7.2756 -14.8741  0.096
14 H -5.1895 8.8358 -14.5352  0.099
15 H -5.0869 8.2206 -16.2197  0.010
16 H -6.8555 7.9632 -13.1182  0.126
17 H -6.0163 6.4332 -13.2625  0.126
18 H -8.0689 5.4538 -12.9767  0.119
19 H -8.4684 6.0142 -14.6130  0.112
20 H -9.4844 7.8798 -13.6606  0.102
21 H -10.9170 7.1359 -11.8344  0.120
22 H -10.1154 5.5757 -12.0226  0.118
23 H -12.1744 5.5459 -13.2965  0.129
24 H -10.8212 5.5223 -14.4277  0.116
25 H -12.2541 6.3222 -16.0179  0.084
26 H -12.6953 8.0498 -15.9363  0.085
27 H -13.6453 6.8760 -15.0366  0.093
28 C -2.4021 8.0783 -23.1222  -0.118
29 O -1.8796 7.7341 -21.8688  -0.181
30 C -2.7268 6.8663 -21.1571  -0.244
31 C -2.2089 6.6794 -19.7473  -0.216
32 N -2.0824 7.9294 -19.0265  -0.055
33 C -1.8655 7.7218 -17.6069  -0.226
34 C -1.9322 9.0299 -16.8503  -0.249
35 O -0.9983 10.0136 -17.2165  -0.188
36 C 0.3161 9.7006 -16.7962  -0.095
37 H -3.2673 8.7498 -23.0229  0.081
38 H -2.7076 7.1932 -23.6968  0.093
39 H -1.6135 8.5709 -23.6864  0.092
40 H -2.7384 5.8764 -21.6367  0.131
41 H -3.7573 7.2626 -21.1382  0.113
42 H -1.2372 6.1842 -19.7988  0.130
43 H -2.9095 5.9846 -19.2501  0.122
44 H -2.9494 8.4423 -19.1318  0.012
45 H -0.9547 7.1316 -17.4755  0.123
46 H -2.6474 7.0770 -17.1488  0.116
47 H -1.9249 8.8606 -15.7634  0.127
48 H -2.9265 9.4535 -17.0613  0.087
49 H 0.6975 8.8210 -17.3219  0.088
50 H 0.3547 9.5238 -15.7147  0.093
51 H 0.9458 10.5565 -17.0214  0.091

Computed properties:
Multiplicity: 1
HOMO-LUMO gap (eV): 7.063
Electronic energy (hartree): -1360.72954
Net charge: +1

***

(2)
C35H46BrN3O3SiV | ωB97M-V/def2-TZVPD

Each line ends with the Löwdin spin population.
Positions of all 90 atoms, in Å:
1 V -0.7786 -0.0398 1.0500  1.210
2 C -4.2349 -1.3266 2.9214  -0.001
3 C -3.3678 -1.0976 1.7276  0.001
4 O -2.0918 -0.8004 2.0582  -0.019
5 C -3.7298 -1.1416 0.4406  -0.008
6 C -2.7675 -0.7312 -0.6480  -0.005
7 C -0.7973 -1.4493 -1.9368  -0.001
8 N -2.0223 0.4526 -0.1975  -0.152
9 N -2.7956 1.5455 0.1922  -0.003
10 C -2.1631 2.1837 1.1261  -0.020
11 O -0.9995 1.7708 1.5866  -0.004
12 C -2.8240 3.3225 1.7948  -0.001
13 C -4.0003 3.8658 1.2788  -0.004
14 C -4.6139 4.9183 1.9323  0.000
15 C -4.0627 5.4374 3.0985  -0.005
16 C -2.8918 4.9015 3.6082  0.000
17 C -2.2698 3.8474 2.9567  -0.004
18 H -3.9358 -2.2325 3.4532  0.000
19 H -5.2817 -1.4173 2.6348  0.000
20 H -4.1260 -0.4898 3.6121  0.000
21 H -4.7578 -1.3471 0.1825  -0.001
22 H -1.0515 -2.0250 -2.8312  0.000
23 H 0.2397 -1.6463 -1.6690  0.000
24 H -0.8658 -0.3940 -2.1929  -0.001
25 H -4.4206 3.4517 0.3736  0.000
26 H -5.5258 5.3409 1.5308  0.000
27 H -4.5484 6.2607 3.6057  0.000
28 H -2.4577 5.3055 4.5133  0.000
29 H -1.3522 3.4229 3.3398  0.000
30 C 6.6571 1.2105 2.4730  0.000
31 C 6.3856 0.0989 1.4502  0.000
32 C 7.2656 0.3403 0.2231  0.000
33 C 6.7812 -1.2551 2.0546  0.000
34 C 4.8974 0.1068 1.1004  -0.002
35 C 3.9652 -0.2939 2.0560  0.000
36 C 2.6295 -0.2713 1.7310  -0.001
37 Br 1.3205 -0.7718 3.0064  0.003
38 C 2.1554 0.1282 0.4786  0.002
39 O 0.8521 0.0292 0.2230  0.006
40 C 3.0657 0.6164 -0.4711  -0.002
41 C 4.4203 0.5603 -0.1210  0.000
42 C 2.6388 1.1461 -1.8459  0.000
43 C 1.2502 1.7988 -1.8224  0.000
44 C 2.6286 -0.0247 -2.8375  0.000
45 C 3.6116 2.2180 -2.3596  0.000
46 H 7.7167 1.2365 2.7358  0.000
47 H 6.0862 1.0511 3.3885  0.000
48 H 6.3788 2.1853 2.0703  0.000
49 H 8.3151 0.2591 0.5087  0.000
50 H 7.1200 1.3371 -0.1953  0.000
51 H 7.0720 -0.3936 -0.5608  0.000
52 H 7.8529 -1.2703 2.2609  0.000
53 H 6.5544 -2.0723 1.3686  0.000
54 H 6.2677 -1.4518 2.9948  0.000
55 H 4.2759 -0.6098 3.0409  0.000
56 H 5.1379 0.8920 -0.8510  0.000
57 H 0.4466 1.0854 -1.6577  0.000
58 H 1.0828 2.2863 -2.7845  0.000
59 H 1.1799 2.5586 -1.0410  0.000
60 H 1.9458 -0.8074 -2.5075  0.000
61 H 3.6230 -0.4627 -2.9378  0.000
62 H 2.3026 0.3162 -3.8226  0.000
63 H 3.7171 3.0327 -1.6421  0.000
64 H 3.2202 2.6343 -3.2885  0.000
65 H 4.6015 1.8264 -2.5856  0.000
66 C -3.4059 -4.3173 -0.5601  0.000
67 Si -1.7590 -3.4489 -0.2827  0.002
68 C -0.4769 -4.3401 -1.3284  0.000
69 C -1.2598 -3.7360 1.5031  0.001
70 N -1.6960 -1.7438 -0.8055  0.012
71 C -3.5055 -0.4658 -1.9580  -0.003
72 C -3.3602 0.7157 -2.6705  -0.001
73 C -4.0227 0.8909 -3.8776  0.000
74 C -4.8352 -0.1085 -4.3868  0.000
75 C -4.9825 -1.2937 -3.6812  0.000
76 C -4.3230 -1.4653 -2.4760  0.000
77 H -3.2385 -5.3775 -0.3465  0.000
78 H -3.7638 -4.2572 -1.5875  0.000
79 H -4.1923 -3.9669 0.1043  0.000
80 H -0.4692 -5.3897 -1.0266  0.000
81 H 0.5329 -3.9545 -1.1869  0.000
82 H -0.7019 -4.3080 -2.3940  0.000
83 H -1.0662 -4.8066 1.6125  0.000
84 H -2.0183 -3.4528 2.2288  0.000
85 H -0.3354 -3.2191 1.7711  0.000
86 H -2.7323 1.5063 -2.2834  0.000
87 H -3.9017 1.8194 -4.4205  0.000
88 H -5.3532 0.0343 -5.3263  0.000
89 H -5.6133 -2.0838 -4.0679  0.000
90 H -4.4474 -2.3893 -1.9289  0.000

Computed properties:
Multiplicity: 2
HOMO-LUMO gap (alpha / beta) (eV): 7.370 / 8.259
Electronic energy (hartree): -5558.90903
Net charge: 0

***

(3)
C6H9N | ωB97M-V/def2-TZVPD

Each line ends with the Löwdin charge.
Positions of all 16 atoms, in Å:
1 C -1.2135 -0.4179 1.1040  -0.043
2 C -0.4067 0.0374 -0.1370  -0.629
3 C 0.5550 -1.1448 -0.4244  -0.021
4 C 1.8142 -0.7081 -0.1956  -0.095
5 C 1.8145 0.7106 0.0856  -0.075
6 C 0.5176 1.1769 0.1425  -0.031
7 H -2.1422 0.3121 1.1428  0.108
8 H -1.6439 -1.3525 0.7017  0.076
9 H -0.6378 -0.5014 2.0640  0.102
10 H -2.1177 0.9107 -0.8445  0.087
11 H -0.9756 0.6929 -1.9309  0.080
12 H 0.2256 -2.0921 -0.7657  0.100
13 H 2.6815 -1.3298 -0.3804  0.096
14 H 2.7042 1.3299 0.1557  0.095
15 H 0.2274 2.1530 0.4282  0.094
16 N -1.4027 0.2232 -1.1462  0.056

Computed properties:
SMILES: CC1(N)C=CC=C1
Multiplicity: 1
HOMO-LUMO gap (eV): 9.163
Electronic energy (hartree): -288.71752
Net charge: 0

***

(4)
C8H12F4N6O9S4V | ωB97M-V/def2-TZVPD

Each line ends with the Löwdin spin population.
Positions of all 44 atoms, in Å:
1 O 0.8871 3.2757 -0.8037  -0.245
2 V -0.0401 2.0130 -0.9889  1.225
3 N -3.7061 0.7642 -2.9883  0.000
4 S -2.7137 -0.2536 -2.0376  0.000
5 O -1.4572 0.3696 -1.6807  0.002
6 O -2.7171 -1.6689 -2.2965  0.000
7 F -3.5787 -0.1814 -0.6999  0.000
8 S -3.4325 -0.0254 -4.3374  0.000
9 O -4.3503 -1.0602 -4.7034  0.000
10 O -2.0425 -0.1997 -4.7110  0.000
11 F -3.8880 1.1674 -5.3255  0.000
12 N 0.9241 0.4778 -0.1088  0.002
13 S 2.2947 -0.4080 -0.7391  0.003
14 O 2.0903 -1.0845 -1.9876  0.004
15 O 3.2619 -0.9645 0.1477  0.001
16 F 2.9985 0.9673 -1.2264  0.002
17 S 0.7358 -0.4805 1.0993  0.002
18 O 1.4268 -0.1658 2.3043  0.002
19 O 0.5189 -1.8543 0.8077  -0.002
20 F -0.7882 0.0636 1.3778  0.001
21 C 1.2116 0.1888 -5.3028  0.001
22 C 1.0716 0.9166 -4.0595  0.006
23 N 0.9077 1.4750 -3.0773  -0.005
24 H 0.9243 0.8661 -6.1047  0.000
25 H 0.5808 -0.6987 -5.2371  0.000
26 H 2.2316 -0.1677 -5.4408  0.000
27 C -3.6824 0.0623 3.0760  0.000
28 C -4.5762 -1.0443 2.8013  0.000
29 N -5.2955 -1.9074 2.5710  0.000
30 H -4.2160 0.8648 3.5877  0.000
31 H -3.3246 0.5593 2.1757  0.000
32 H -2.8809 -0.3540 3.6842  0.000
33 C 3.8573 2.4248 2.0560  0.000
34 C 4.4133 2.8831 3.3386  0.000
35 N 4.8480 3.2412 4.3353  0.000
36 H 4.5504 1.8420 1.4571  0.000
37 H 3.7160 3.3273 1.4537  0.000
38 H 2.8867 2.0208 2.3365  0.000
39 C 0.5960 -2.7961 4.3816  0.000
40 C 1.9402 -3.0334 3.8731  0.000
41 N 2.9826 -3.2402 3.4379  0.000
42 H 0.3626 -3.5559 5.1250  0.000
43 H -0.1271 -2.8091 3.5694  0.000
44 H 0.5982 -1.8170 4.8600  0.000

Computed properties:
Multiplicity: 2
HOMO-LUMO gap (alpha / beta) (eV): 5.942 / 6.423
Electronic energy (hartree): -4253.77968
Net charge: 0